i.
The following is a DFT calculation (ωB97M-V/def2-TZVPD) of a cluster of 11 separate species, C5H32N2O11 in total.

Calculated values
LUMO	0.11	eV
HOMO-LUMO gap	9.78	eV
SMILES	CNC(=O)CN(C)C.O.O.O.O.O.O.O.O.O.O

Positions of all 50 atoms, in Å:
C -2.3812 -0.1146 -0.6277
N -1.8395 0.9975 0.1974
C -0.5556 1.2583 0.6053
O -0.4736 2.0973 1.4942
C 0.6648 0.8059 -0.2046
N 1.2564 2.0833 -0.7621
C 2.4023 1.7384 -1.6341
C 1.8211 2.9525 0.2699
H -2.8393 0.3765 -1.4787
H -3.0514 -0.7814 -0.0892
H -1.5178 -0.6895 -0.9445
H -2.4902 1.3463 0.8740
H 0.3426 0.2060 -1.0544
H 1.4810 0.3208 0.3283
H 3.3562 1.7567 -1.1043
H 2.4281 2.5503 -2.3662
H 2.3091 0.8431 -2.2464
H 2.6666 2.5354 0.8426
H 1.1068 3.3281 0.9871
H 2.2647 3.7833 -0.2848
O 2.1731 -3.4464 0.2893
H 2.5094 -3.0619 1.0911
H 1.3025 -3.7210 0.5848
O 0.3067 1.6009 3.9157
H -0.5153 1.3905 3.4506
H 0.5199 2.4403 3.4958
O -2.2572 -0.5150 2.8645
H -2.6710 -0.9064 2.0804
H -2.4670 -1.1843 3.5030
O -0.7760 0.9232 -3.4622
H -0.6812 1.2098 -2.5475
H -0.4038 1.5191 -4.1257
O -1.0355 3.2608 -2.2481
H -0.2910 2.9768 -1.6756
H -1.8132 2.9549 -1.7539
O 0.6670 -3.3177 2.6189
H 0.8389 -2.3845 2.4007
H -0.2068 -3.5425 2.3061
O 0.7802 -0.6495 2.5249
H -0.0944 -0.6893 2.9689
H 1.1877 0.0388 3.0857
O -0.0045 -1.5765 -3.6827
H -0.4408 -2.1829 -4.2892
H -0.0294 -0.6765 -4.0438
O 0.4770 -3.1207 -1.6825
H 0.3156 -2.9568 -2.6311
H 1.2675 -2.5789 -1.5070
O -2.0239 -3.0148 1.5643
H -1.8290 -2.3321 0.9317
H -1.7567 -3.8520 1.1708

Results of the Löwdin charge analysis, in e, for atoms 1 through 4: C -0.035; N 0.032; C -0.440; O -0.001

***

ii.
The following is a DFT calculation (ωB97M-V/def2-TZVPD) of a cluster of 11 separate species, C5H32N2O11 in total.

Calculated values
LUMO	0.10	eV
HOMO-LUMO gap	9.68	eV
SMILES	CC[C@@H](N)C(=O)NC.O.O.O.O.O.O.O.O.O.O

Positions of all 50 atoms, in Å:
C 1.2715 -1.3127 1.6558
C 1.1068 0.2065 1.7005
C 0.5232 0.5737 0.3088
N -0.8755 -0.1210 0.0146
C 0.2863 2.0969 0.3397
O 0.3771 2.6512 1.4492
N -0.0265 2.8128 -0.7624
C -0.4816 2.1616 -2.0705
H 0.4096 -1.9367 1.8502
H 2.0440 -1.6344 2.3707
H 1.6194 -1.7235 0.6641
H 0.5006 0.5467 2.5373
H 2.0591 0.8290 1.8834
H 1.2037 0.4400 -0.5342
H -0.6363 -1.1138 -0.1504
H -1.3811 0.0490 0.7755
H -0.0699 3.7038 -0.7997
H -0.3515 2.8970 -2.8885
H -1.6936 1.8392 -2.1369
H -0.0259 1.2837 -2.2235
O -2.2770 1.5204 3.0051
H -3.2408 1.8919 2.8325
H -1.5923 2.0674 2.6257
O 0.3917 -2.7789 -1.7769
H 1.1264 -2.5024 -1.2402
H 0.5533 -3.1887 -2.5444
O 3.6126 -1.5009 -0.5807
H 4.2077 -1.9263 -0.0185
H 3.6027 -0.6032 -0.4124
O -1.8734 -2.2941 1.2181
H -1.0009 -2.3042 1.5541
H -2.3245 -2.5730 2.0584
O -1.6518 -0.9224 3.6797
H -2.0788 -0.1265 3.3212
H -1.6868 -0.7586 4.7321
O -1.1175 -0.0491 -3.3722
H -0.7724 -0.9690 -3.1821
H -1.6578 0.0739 -2.6017
O -3.8623 -0.2336 -1.3521
H -4.0812 -1.0697 -1.7131
H -3.1420 -0.4246 -0.6789
O 4.2113 -0.9917 -2.9560
H 4.1068 -1.4485 -2.0886
H 3.6163 -1.5858 -3.4522
O -3.5374 1.7968 0.5151
H -2.7153 1.6953 -0.1392
H -4.3831 1.7325 0.0004
O 3.7206 0.9062 -0.1525
H 3.3336 1.1552 -0.9905
H 4.6530 1.1629 -0.2742

Results of the Löwdin charge analysis, in e, for atoms 1 through 4: C -0.092; C -0.184; C -0.222; N 0.120

***

Q: Which of them is the least stable? A: ii.

***

i.
The following is a DFT calculation (ωB97M-V/def2-TZVPD) of a cluster of 2 separate species, H4OS in total.

Calculated values
LUMO	0.76	eV
HOMO-LUMO gap	10.34	eV
SMILES	O.S

Positions of all 6 atoms, in Å:
O -0.5404 -0.8871 1.5735
H -0.7615 -1.7634 1.9003
H -0.6740 -0.2784 2.3134
S 0.7459 1.4639 -2.2836
H -0.1134 1.1972 -1.2938
H 1.3434 0.2678 -2.2098

Results of the Löwdin charge analysis, in e, for atoms 1 through 4: O -0.066; H 0.030; H 0.037; S 0.461

***

ii.
The following is a DFT calculation (ωB97M-V/def2-TZVPD) of a cluster of 2 separate species, H4OS in total.

Calculated values
LUMO	0.08	eV
HOMO-LUMO gap	10.42	eV
SMILES	O.S

Positions of all 6 atoms, in Å:
O -1.9169 0.0192 0.2030
H -0.9496 -0.0089 0.0385
H -1.9725 -0.0149 1.2048
S 1.1599 0.0366 0.2890
H 1.4888 -0.1997 -1.0133
H 2.1903 0.1676 -0.7220

Results of the Löwdin charge analysis, in e, for atoms 1 through 4: O -0.143; H -0.130; H 0.061; S 0.495

***

Q: Which of them is the least stable? A: ii.

***

i.
The following is a DFT calculation (ωB97M-V/def2-TZVPD) of the ion C5H10NO3 with charge -1.

Calculated values
LUMO	4.08	eV
charge	-1
HOMO-LUMO gap	7.39	eV
SMILES	[O-][C@@]1(CO)CCCN1O

Positions of all 19 atoms, in Å:
O -0.7873 -1.5469 0.5725
C -0.6403 -0.3114 0.3026
C -1.8934 0.5749 0.0555
O -2.8087 0.0232 0.9612
C 0.5057 0.4063 1.1371
C 1.6096 0.8947 0.2132
C 1.5429 -0.0757 -1.0313
N 0.1503 -0.3570 -1.2797
O -0.0820 -1.6528 -1.6987
H -2.2261 0.3293 -1.0501
H -1.6366 1.6247 0.1001
H -2.3490 -0.7835 1.3424
H 0.9708 -0.4251 1.7159
H 0.0971 1.2410 1.7383
H 1.5286 1.9447 -0.1409
H 2.4375 0.9403 0.7743
H 1.7908 0.3011 -1.9959
H 2.2199 -1.0843 -0.9834
H -0.4298 -2.0436 -0.7331

Results of the Löwdin charge analysis, in e, for atoms 1 through 4: O -0.150; C -0.566; C -0.222; O -0.117

***

ii.
The following is a DFT calculation (ωB97M-V/def2-TZVPD) of a cluster of 2 separate species, C5H10NO3 in total.

Calculated values
LUMO	3.83	eV
charge	-1
HOMO-LUMO gap	8.22	eV

Positions of all 19 atoms, in Å:
C 2.2898 -0.9539 -1.9359
C 0.9135 -0.2980 -2.0726
O 0.6708 0.7445 -1.4084
O 0.1872 -0.7237 -3.0032
H 2.4656 -1.8086 -2.5941
H 2.4037 -1.2704 -0.8956
H 3.0870 -0.2864 -2.2729
C -0.8190 0.9405 1.8925
C -1.5251 1.6438 0.7323
C -0.8675 -0.5811 1.7066
O -1.4408 -1.2080 2.6110
N -0.4619 -1.1983 0.5976
H 0.1331 1.3579 2.2288
H -1.3339 0.9846 2.8505
H -2.1683 2.4605 1.0775
H -2.1189 0.9135 0.1954
H -0.6865 -2.1389 0.3271
H 0.1158 -0.7263 -0.0894
H -0.8446 2.1484 0.0528

Results of the Löwdin charge analysis, in e, for atoms 1 through 4: C -0.056; C -0.814; O -0.106; O -0.091

***

Q: Which of them is the least stable? A: i.